Molecular formula: C42H42AsIrN3O3P2
Method: DFT, ωB97M-V/def2-TZVPD

The geometry in XYZ format:
```
94
Properties=species:S:1:pos:R:3:forces:R:3
Ir -0.03218 0.84600 -0.47185 -0.2 0.2 0.0
O 0.61851 2.78227 -0.36469 -0.1 0.0 0.0
C 1.86093 3.19919 -0.40258 0.1 0.0 -0.1
C 2.12339 4.56079 -0.15737 0.0 0.0 0.0
C 3.40528 5.05647 -0.18981 0.0 0.0 0.0
C 4.49381 4.22326 -0.47722 0.0 0.0 0.0
C 4.25930 2.89801 -0.72729 0.0 -0.1 0.0
C 2.95566 2.35348 -0.69183 0.0 0.0 0.0
C 2.86117 0.95343 -0.95540 0.1 0.1 0.0
N 1.82797 0.17024 -0.90984 -0.1 -0.1 0.0
N 2.25045 -1.13785 -1.15866 0.0 -0.1 0.0
C 1.53173 -2.18316 -1.07036 -0.1 0.1 0.0
O 0.19120 -2.29250 -0.82867 0.2 0.0 -0.1
C 2.17751 -3.50199 -1.23205 0.0 0.0 0.0
C 3.56313 -3.61670 -1.13148 0.0 0.0 0.0
C 4.16720 -4.85213 -1.27995 0.0 0.0 0.0
C 3.39592 -5.98136 -1.52797 0.0 0.0 0.0
C 2.01730 -5.87144 -1.62479 0.0 0.0 0.0
C 1.40598 -4.63579 -1.47389 0.0 0.0 0.0
H 1.28460 5.21210 0.05460 0.0 0.0 0.0
H 3.57323 6.10832 0.00831 0.0 0.0 0.0
H 5.49877 4.62098 -0.50415 0.0 0.0 0.0
H 5.08603 2.23467 -0.95618 0.0 0.0 0.0
H 3.78824 0.44946 -1.20709 0.0 0.0 0.0
H 4.15141 -2.73237 -0.92746 0.0 0.0 0.0
H 5.24279 -4.93836 -1.19872 0.0 0.0 0.0
H 3.87132 -6.94692 -1.64273 0.0 0.0 0.0
H 1.41488 -6.74949 -1.81861 0.0 0.0 0.0
H 0.33030 -4.55081 -1.55127 0.0 0.0 0.0
C -2.56851 -0.93043 2.29903 0.1 0.0 -0.1
N -1.19794 -1.17506 1.88056 -0.2 0.1 0.2
P -0.14468 -0.05693 1.63432 0.1 0.0 0.0
C -0.30775 1.32999 2.82226 -0.1 -0.1 0.1
C -0.73838 0.92515 4.09089 0.0 0.1 0.0
C -0.90040 1.85234 5.10813 0.0 0.0 0.0
C -0.62904 3.19559 4.87652 0.0 0.0 0.0
C -0.19111 3.60259 3.62571 0.0 0.0 0.0
C -0.03339 2.67469 2.60207 0.0 0.0 0.0
C 1.49623 -0.74203 1.97174 0.0 0.0 0.0
C 2.59196 0.10425 2.13265 0.0 0.0 0.0
C 3.85144 -0.42690 2.36298 0.0 0.0 0.0
C 4.02083 -1.80444 2.43114 0.0 0.0 0.0
C 2.92847 -2.64893 2.28707 0.0 0.0 0.0
C 1.66430 -2.12030 2.06535 0.0 0.0 0.0
P -0.82615 -1.07390 -1.22365 0.1 -0.1 -0.1
C -0.77075 -1.09641 -3.03772 0.0 0.0 0.0
C -0.17910 -0.04586 -3.73572 0.0 0.0 0.0
C -0.08886 -0.08516 -5.12027 0.0 0.0 0.0
C -0.58348 -1.18072 -5.81182 0.0 0.0 0.0
C -1.17265 -2.23557 -5.12424 0.0 0.0 0.0
C -1.27208 -2.19279 -3.74379 0.0 0.0 0.0
C -2.41110 -1.82178 -0.84838 0.0 0.0 0.0
C -2.51954 -3.03925 -0.18517 0.0 -0.1 0.0
C -3.77377 -3.59266 0.02761 0.0 0.0 0.0
C -4.91330 -2.93172 -0.41211 0.0 0.0 0.0
C -4.80384 -1.71397 -1.07095 0.0 0.0 0.0
C -3.55260 -1.15988 -1.29389 0.0 0.0 0.0
H -2.73734 -1.32554 3.30679 0.0 0.0 0.0
H -3.27726 -1.43519 1.63884 0.0 0.0 0.0
H -2.84484 0.12802 2.32006 0.0 0.1 0.0
H -0.94548 -0.12224 4.27269 0.0 0.0 0.0
H -1.23401 1.52551 6.08455 0.0 0.0 0.0
H -0.74961 3.91898 5.67295 0.0 0.0 0.0
H 0.03657 4.64660 3.44442 0.0 0.0 0.0
H 0.31002 2.99843 1.63182 0.0 0.0 0.0
H 2.46095 1.18071 2.08766 0.0 0.0 0.0
H 4.69943 0.23344 2.49815 0.0 0.0 0.0
H 5.00485 -2.21956 2.61042 0.0 0.0 0.0
H 3.05976 -3.72220 2.34939 0.0 0.0 0.0
H 0.79781 -2.76231 1.96276 0.0 0.0 0.0
H 0.22313 0.80997 -3.20343 0.0 0.0 0.0
H 0.37059 0.73507 -5.65638 0.0 0.0 0.0
H -0.51096 -1.21493 -6.89132 0.0 0.0 0.0
H -1.55886 -3.08873 -5.66736 0.0 0.0 0.0
H -1.74456 -3.00944 -3.20989 0.0 0.0 0.0
H -1.63179 -3.53591 0.18348 0.0 0.0 0.0
H -3.86148 -4.53936 0.54470 0.0 0.0 0.0
H -5.88954 -3.36827 -0.24277 0.0 0.0 0.0
H -5.69291 -1.20348 -1.41932 0.0 0.0 0.0
H -3.45940 -0.21573 -1.81919 0.0 0.0 0.0
C -3.61286 2.88491 1.85480 0.0 0.0 0.0
As -2.75067 3.01581 0.15136 0.0 0.0 0.0
C -1.69423 4.61246 0.11837 0.0 0.0 0.0
C -4.11988 3.21078 -1.17244 0.0 0.0 0.0
O -1.97796 1.57463 -0.22265 0.1 0.0 0.0
H -4.14745 3.81193 2.06096 0.0 0.0 0.0
H -2.86460 2.70330 2.62450 0.0 0.0 0.0
H -4.31349 2.05345 1.81924 0.0 0.0 0.0
H -2.37649 5.46276 0.11627 0.0 0.0 0.0
H -1.07596 4.61303 -0.77452 0.0 0.0 0.0
H -1.05763 4.63939 0.99784 0.0 0.0 0.0
H -4.74603 4.07288 -0.94604 0.0 0.0 0.0
H -4.72373 2.30534 -1.17016 0.0 0.0 0.0
H -3.65468 3.33776 -2.14786 0.0 0.0 0.0
```
Positions in Å, forces in eV/Å.

Summary:
Energy relative to the best compared isomer or geometry (same formula, charge and spin) (kJ/mol): 49.2
E_tot (eV): -137100.4707
LUMO energy (Eh): -0.0969
Total charge: +1